[1]
Below is an isolated ion of composition C5H8 and charge -1, with properties calculated with the ωB97M-V functional and the def2-TZVPD basis.

```
13
Properties=species:S:1:pos:R:3:forces:R:3
C -0.56896 0.76877 -1.33943 -1.5152 -0.3834 -0.0007
C -0.25970 -0.24558 -0.24431 -1.5806 -0.3845 -0.6916
C 0.07110 -1.53323 -0.62623 0.7303 1.1003 0.5168
C 1.04255 0.42614 1.39738 0.8234 0.5506 1.8982
C -0.36208 0.38594 1.10002 1.7673 -1.3761 -1.2027
H -1.57294 1.18859 -1.18146 -0.0587 -0.0136 -0.1143
H 0.08403 1.62704 -1.26619 0.5096 0.0098 0.1620
H -0.51464 0.36335 -2.35029 0.0127 -0.1061 -0.0991
H 0.91535 -1.94387 -0.07690 -0.7520 -0.8918 0.4752
H -0.12777 -1.95493 -1.60966 0.4616 0.6286 -0.2373
H 1.67637 1.26339 1.71934 -0.6696 0.3945 0.1756
H 1.52861 -0.47966 1.77486 0.0026 -0.3210 -0.6319
H -1.15076 1.09936 1.27493 0.2686 0.7927 -0.2502
```
Positions in Å, forces in eV/Å.

Results
Maximum force, eV/A: 2.5
2S+1: 2
Kohn-Sham gap (alpha / beta), eV: 4.85 / 5.99
Energy relative to the best compared isomer or geometry (same formula, charge and spin), kcal/mol: 56.5
HOMO level (alpha / beta), eV: -0.3 / -1.5
⟨S²⟩: 0.76
Charge: -1
Total energy, Ha: -195.14329


[2]
Below is a 2-piece molecular cluster, C4H8NOS overall, with properties calculated with the ωB97M-V functional and the def2-TZVPD basis.

```
15
Properties=species:S:1:pos:R:3:forces:R:3
C -1.09333 0.64526 -0.68900 0.3624 3.9354 0.7733
C -2.09671 -1.53823 -1.54691 -0.2562 2.7300 -1.5627
C 2.36466 0.82831 2.06379 -0.0278 1.3587 0.6985
C -0.88027 -0.66788 -1.00213 2.0010 -4.6350 -0.3673
N 1.30253 1.17554 1.13620 0.1367 1.0961 -0.0638
O 1.46463 2.24885 0.61631 -0.4061 -0.2120 -0.0656
S -1.16184 2.12437 -0.34507 -0.2180 -2.3100 -0.6596
H -3.08174 -1.06589 -1.53143 0.1770 0.5620 0.7199
H -1.96248 -1.51817 -2.66743 0.1319 -1.3948 1.3004
H -2.20188 -2.37666 -0.92123 0.2369 -1.6171 -0.1638
H 2.56062 -0.15965 1.74435 0.7159 -1.3444 0.3865
H 1.93241 0.88999 3.09442 0.2936 -0.4254 -0.7975
H 3.23058 1.52114 1.98409 -0.5834 -0.5151 -0.0469
H -0.08234 -0.87963 -1.82737 -0.9909 1.3023 1.3199
H -0.29483 -1.22735 -0.10858 -1.5731 1.4692 -1.4714
```
Positions in Å, forces in eV/Å.

Results
Maximum force, eV/A: 5.1
Kohn-Sham gap, eV: 7.77
Energy relative to the best compared isomer or geometry (same formula, charge and spin), kcal/mol: 105.7
HOMO level, eV: -13.4
Charge: +1
Total energy, Ha: -684.95834